{
  "formula": "C25H28AlAsN5PSSe2",
  "method": "ωB97M-V/def2-TZVPD",
  "total_charge": 2,
  "gap_ev": 8.2807,
  "e_tot_ev": -252073.7223,
  "elements": ["Al", "Se", "P", "Se", "C", "C", "C", "C", "C", "C", "C", "C", "C", "C", "C", "C", "H", "H", "H", "H", "H", "H", "H", "H", "H", "H", "N", "C", "C", "N", "C", "C", "N", "H", "H", "H", "H", "H", "N", "C", "C", "C", "C", "C", "N", "C", "H", "H", "H", "H", "C", "As", "C", "C", "S", "H", "H", "H", "H", "H", "H", "H", "H", "H"],
  "xyz": [[-0.577, 0.561, -0.590], [-1.120, -1.877, -0.602], [0.354, -1.698, 1.011], [0.903, 0.433, 1.276], [1.819, -2.678, 0.570], [1.599, -3.969, 0.099], [2.681, -4.769, -0.213], [3.971, -4.281, -0.060], [4.184, -2.999, 0.425], [3.107, -2.192, 0.746], [-0.253, -2.400, 2.573], [-1.030, -3.554, 2.525], [-1.398, -4.172, 3.706], [-0.996, -3.640, 4.922], [-0.213, -2.495, 4.961], [0.167, -1.870, 3.787], [0.587, -4.332, -0.024], [2.515, -5.772, -0.576], [4.809, -4.906, -0.325], [5.187, -2.624, 0.555], [3.266, -1.193, 1.137], [-1.345, -3.953, 1.569], [-1.996, -5.071, 3.675], [-1.305, -4.120, 5.840], [0.110, -2.087, 5.906], [0.782, -0.977, 3.813], [-5.827, 0.628, -1.040], [-4.787, 0.861, -0.243], [-3.449, 0.617, -0.632], [-2.445, 0.868, 0.199], [-2.714, 1.365, 1.413], [-4.037, 1.592, 1.784], [-5.043, 1.344, 0.983], [-5.715, 0.282, -1.978], [-6.752, 0.793, -0.677], [-3.190, 0.205, -1.604], [-1.871, 1.557, 2.066], [-4.292, 1.977, 2.761], [5.061, -1.115, -3.239], [3.961, -0.827, -3.349], [2.592, -0.464, -3.431], [1.901, -0.424, -4.642], [0.558, -0.077, -4.615], [-0.037, 0.198, -3.401], [0.631, 0.179, -2.241], [1.923, -0.139, -2.253], [2.398, -0.658, -5.572], [-0.015, -0.030, -5.525], [-1.087, 0.461, -3.329], [2.447, -0.139, -1.304], [1.190, 5.231, -1.990], [0.091, 4.372, -0.648], [1.149, 3.959, 0.925], [-1.259, 5.676, -0.178], [-0.863, 2.692, -1.576], [1.481, 6.215, -1.621], [0.596, 5.352, -2.900], [2.080, 4.644, -2.220], [1.618, 4.873, 1.287], [1.920, 3.224, 0.683], [0.503, 3.549, 1.705], [-0.757, 6.620, 0.042], [-1.841, 5.355, 0.687], [-1.927, 5.818, -1.032]]
}